(1)
The following is a quantum chemistry calculation of an isolated molecule of C3H6Cl2, from the Open Molecules 2025 dataset.

```
11
Properties=species:S:1:pos:R:3:forces:R:3
C -0.427 0.562 -1.212 -0.8 -1.1 -2.9
C 0.434 0.241 0.067 -0.1 0.7 0.3
Cl 1.056 1.827 0.811 -0.5 -0.9 -0.3
C 0.075 -0.827 1.167 -5.0 0.0 -5.8
Cl -1.287 -0.454 2.387 0.7 -0.3 -1.5
H 0.347 1.181 -2.065 -2.8 -1.3 3.0
H -1.626 0.941 -1.100 3.9 -0.6 -0.1
H -0.542 -0.469 -1.865 0.2 2.2 1.9
H 1.322 -0.210 -0.362 0.4 0.1 0.1
H 0.786 -1.022 1.817 3.9 -0.9 2.4
H -0.138 -1.770 0.356 0.1 2.1 3.0
```
Forces are in eV/Å.

As for the total energy: -28250.924 eV. The relative energy (zero: lowest compared OMol25 entry of this formula, charge and spin) comes out at 58.6 kcal per mole. The calculation puts the strongest force on any atom at 7.6 eV/A. As for the charge: 0.



(2)
The following is a quantum chemistry calculation of the ion C3H6Cl2P with charge +1, from the Open Molecules 2025 dataset.

```
12
Properties=species:S:1:pos:R:3:forces:R:3
C -0.729 -0.270 2.095 3.6 -0.1 0.0
C -0.840 -0.072 0.776 3.1 -0.5 0.9
C 0.195 0.310 -1.976 -1.9 -0.3 1.0
P 0.750 -0.048 -0.331 -2.8 -1.2 1.4
Cl 1.804 -1.699 -0.074 -0.3 0.0 -0.2
Cl 1.904 1.364 0.247 0.8 1.2 0.4
H -1.526 -0.457 2.732 -1.9 0.1 0.7
H 0.249 -0.337 2.738 -1.5 0.1 -1.8
H -1.801 0.014 0.358 -0.9 0.0 -1.1
H -0.582 1.069 -1.574 1.3 -0.3 -1.5
H -0.458 -0.511 -2.397 1.1 0.7 0.3
H 1.035 0.637 -2.594 -0.6 0.2 -0.1
```
Forces are in eV/Å.

As for the total energy: -37534.873 eV. The relative energy (zero: lowest compared OMol25 entry of this formula, charge and spin) comes out at 3.1 kcal per mole. The calculation puts the strongest force on any atom at 3.6 eV/A. As for the charge: +1.



(3)
The following is a quantum chemistry calculation of an isolated molecule of C3H6Cl2S2, from the Open Molecules 2025 dataset.

```
13
Properties=species:S:1:pos:R:3:forces:R:3
S 2.701 0.067 0.291 -1.4 -1.9 -2.7
C 0.970 0.677 -0.158 1.0 2.0 5.8
C -0.315 -0.149 0.011 -0.2 -3.1 -1.1
S -0.144 -1.324 1.378 -0.2 0.1 0.9
C -1.835 0.276 -0.148 2.5 0.7 -3.1
Cl -2.988 -1.089 -0.174 0.7 0.0 -0.6
Cl -2.385 1.322 1.029 -0.5 2.1 2.0
H 2.767 -0.879 -0.809 0.3 1.3 1.7
H 1.088 1.257 -0.969 0.0 1.4 -3.5
H 1.161 1.549 0.652 -1.6 -1.7 -1.2
H -0.269 -0.916 -0.803 0.0 0.9 0.0
H 1.035 -1.645 0.861 0.3 -0.5 0.4
H -1.787 0.853 -1.161 -0.8 -1.3 1.6
```
Forces are in eV/Å.

As for the total energy: -49921.626 eV. The relative energy (zero: lowest compared OMol25 entry of this formula, charge and spin) comes out at 42.6 kcal per mole. The calculation puts the strongest force on any atom at 6.2 eV/A. As for the charge: 0.



(4)
The following is a quantum chemistry calculation of a cluster of 2 separate species, C3H6Cl2Si in total, from the Open Molecules 2025 dataset.

```
12
Properties=species:S:1:pos:R:3:forces:R:3
C 2.571 -0.535 -0.987 0.5 0.6 -1.0
C 1.321 -0.783 -0.821 0.9 0.9 1.1
C -1.659 1.339 1.785 2.7 -3.5 -2.9
Si -0.042 1.952 0.870 -1.5 -1.9 0.5
Cl -0.469 3.795 0.235 -0.2 1.3 -0.5
Cl 1.670 2.033 1.944 0.5 0.0 0.6
H 3.224 -0.761 -1.841 -0.3 -0.5 0.4
H 2.952 0.166 -0.302 1.0 1.1 0.7
H 0.697 -1.560 -0.997 -2.3 -1.8 -1.0
H -2.444 1.338 1.024 0.0 -0.2 0.3
H -1.487 0.315 2.280 -0.1 0.7 -1.7
H -1.940 1.731 2.645 -1.4 3.3 3.6
```
Forces are in eV/Å.

As for the total energy: -36128.383 eV. The relative energy (zero: lowest compared OMol25 entry of this formula, charge and spin) comes out at 117.6 kcal per mole. The calculation puts the strongest force on any atom at 5.3 eV/A. As for the charge: 0.



Number 1: molar mass 112.99 g mol⁻¹. Number 2: molar mass 143.96 g mol⁻¹. Number 3: molar mass 177.12 g mol⁻¹. Number 4: molar mass 141.07 g mol⁻¹.